ORCA calculation (ωB97M-V/def2-TZVPD) on 8 unconnected molecules or ions with the total composition C56H91BrN8O12 in a non-equilibrium geometry.

As for the strongest force on any atom: 1.3 eV/A. The calculation puts the HOMO-LUMO gap at 0.3289 hartree. Its SMILES is CCOCCN1C(=O)c2c(CCCBr)c(CCc3ccccc3)c(C[C@@H](C)OCc3ccccc3)c(CCO)c2C1=O.CNC(C)=O.CNC(C)=O.CNC(C)=O.CNC(C)=O.CNC(C)=O.CNC(C)=O.CNC(C)=O. Its charge is 0. For the electronic energy, the calculation gives -166083.6053 eV.

Element x y z (Å)
C (-2.6214, 3.0405, 2.5541)
C (-1.3141, 3.7565, 2.1719)
O (-0.2866, 3.4996, 3.1225)
C (0.9757, 3.3518, 2.5333)
C (2.0018, 2.8884, 3.5470)
N (2.0539, 1.4247, 3.7737)
C (0.8485, 0.6815, 3.5794)
O (-0.0594, 0.6238, 4.3800)
C (1.0312, -0.0111, 2.2568)
C (0.0996, -0.5931, 1.3982)
C (-1.3712, -0.5260, 1.7768)
C (-1.7869, -1.3569, 3.0277)
C (-0.8469, -2.4888, 3.4087)
Br (-1.4344, -3.1814, 5.1649)
C (0.5618, -1.1828, 0.2076)
C (-0.4441, -1.7707, -0.7705)
C (-1.4578, -2.7906, -0.1914)
C (-2.8732, -2.4753, -0.6387)
C (-3.9760, -2.6484, 0.1987)
C (-5.2620, -2.3653, -0.2583)
C (-5.5064, -1.9000, -1.5467)
C (-4.4101, -1.7114, -2.3919)
C (-3.1300, -2.0135, -1.9356)
C (1.9401, -1.1880, -0.0928)
C (2.3906, -1.8308, -1.3919)
C (2.3547, -3.3765, -1.3530)
C (3.4991, -3.9443, -2.1881)
O (2.5159, -3.8880, -0.0493)
C (1.4370, -4.6018, 0.5038)
C (1.9703, -5.7175, 1.3657)
C (2.7252, -5.4666, 2.5120)
C (3.1693, -6.5476, 3.2730)
C (2.8921, -7.8654, 2.9129)
C (2.1241, -8.1159, 1.7739)
C (1.6767, -7.0373, 1.0148)
C (2.8874, -0.6000, 0.7707)
C (4.3680, -0.5667, 0.4556)
C (5.2851, -1.1085, 1.5639)
O (4.5794, -1.8852, 2.5218)
C (2.3840, -0.0088, 1.9322)
C (3.0682, 0.7423, 3.0487)
O (4.2365, 0.8466, 3.3657)
H (-2.4711, 2.4604, 3.4609)
H (-3.4421, 3.7404, 2.6711)
H (-2.8926, 2.3666, 1.7435)
H (-1.0005, 3.4305, 1.1832)
H (-1.5074, 4.8246, 2.1415)
H (0.9695, 2.6846, 1.6632)
H (1.3009, 4.3298, 2.1566)
H (2.9812, 3.1624, 3.1590)
H (1.8756, 3.3874, 4.5045)
H (-1.5529, 0.5197, 2.0237)
H (-2.0146, -0.7297, 0.9323)
H (-2.7540, -1.8110, 2.8101)
H (-1.9390, -0.7142, 3.8832)
H (-0.8997, -3.3500, 2.7556)
H (0.1811, -2.1878, 3.5617)
H (-1.0324, -0.9336, -1.1450)
H (0.0246, -2.2096, -1.6386)
H (-1.2472, -3.7934, -0.5642)
H (-1.4346, -2.8444, 0.8877)
H (-3.8363, -2.9810, 1.2181)
H (-6.0950, -2.5071, 0.4166)
H (-6.5001, -1.6901, -1.9094)
H (-4.5640, -1.3428, -3.3955)
H (-2.3093, -1.8825, -2.6297)
H (1.6668, -1.5056, -2.1365)
H (3.3536, -1.4893, -1.7449)
H (1.4414, -3.6949, -1.8574)
H (3.5430, -3.4411, -3.1503)
H (4.4486, -3.8724, -1.6658)
H (3.2391, -4.9781, -2.4076)
H (0.8823, -3.9249, 1.1648)
H (0.7695, -5.0526, -0.2318)
H (2.9614, -4.4589, 2.8245)
H (3.7461, -6.3652, 4.1686)
H (3.2598, -8.7031, 3.4855)
H (1.8770, -9.1208, 1.4678)
H (1.0653, -7.1940, 0.1402)
H (4.6301, 0.4632, 0.2140)
H (4.5700, -1.1447, -0.4355)
H (6.0922, -1.7219, 1.1556)
H (5.7807, -0.2707, 2.0430)
H (5.0325, -1.7605, 3.3575)
C (-3.0117, -10.0445, -2.3716)
N (-1.8648, -10.0349, -1.4818)
C (-0.9704, -9.0331, -1.2754)
C (-1.1686, -7.7542, -2.0572)
O (-0.0496, -9.1756, -0.4861)
H (-3.9203, -10.2142, -1.7919)
H (-2.9030, -10.8537, -3.0957)
H (-3.1065, -9.1059, -2.9056)
H (-1.6788, -10.8590, -0.9327)
H (-0.3847, -7.0511, -1.7915)
H (-1.1109, -7.9495, -3.1283)
H (-2.1344, -7.3065, -1.8181)
C (1.2636, -2.2232, -8.2366)
N (1.0443, -2.7643, -6.9076)
C (1.9138, -2.8080, -5.8641)
C (3.2910, -2.2272, -6.0852)
O (1.5783, -3.3007, -4.7984)
H (0.5416, -1.4280, -8.4291)
H (1.1212, -3.0110, -8.9780)
H (2.2648, -1.8209, -8.3402)
H (0.1446, -3.1665, -6.6979)
H (3.8700, -2.3318, -5.1732)
H (3.8045, -2.7592, -6.8867)
H (3.2217, -1.1678, -6.3347)
C (2.3312, 8.0466, -0.6607)
N (1.5899, 6.8606, -0.2775)
C (0.2520, 6.7462, -0.0488)
C (-0.5876, 7.9844, -0.2076)
O (-0.2251, 5.6643, 0.2702)
H (2.8304, 7.8718, -1.6159)
H (3.0892, 8.2629, 0.0945)
H (1.6768, 8.9052, -0.7580)
H (2.0959, 5.9978, -0.1569)
H (-1.6207, 7.7444, 0.0008)
H (-0.2558, 8.7545, 0.4956)
H (-0.5124, 8.3539, -1.2164)
C (-2.5144, 7.4165, -5.9555)
N (-2.3916, 8.0052, -4.6330)
C (-2.2001, 7.3795, -3.4459)
C (-2.0948, 5.8737, -3.4564)
O (-2.1156, 8.0228, -2.4064)
H (-1.7274, 7.8129, -6.5984)
H (-3.4833, 7.6910, -6.3744)
H (-2.4337, 6.3357, -5.9250)
H (-2.4539, 9.0079, -4.5534)
H (-1.9423, 5.5231, -2.4388)
H (-3.0123, 5.4310, -3.8455)
H (-1.2478, 5.5561, -4.0658)
C (4.5989, 2.0717, 6.4047)
N (5.6133, 1.8870, 7.4322)
C (6.6631, 2.6938, 7.7315)
C (6.8235, 3.9518, 6.9087)
O (7.4387, 2.4048, 8.6293)
H (3.6156, 2.1129, 6.8773)
H (4.6239, 1.2288, 5.7185)
H (4.7592, 2.9851, 5.8429)
H (5.5597, 1.0662, 8.0136)
H (7.6980, 4.4913, 7.2591)
H (6.9638, 3.7030, 5.8562)
H (5.9487, 4.5936, 7.0195)
C (-2.1826, -7.4562, 3.8899)
N (-2.5418, -6.3046, 3.0853)
C (-3.4213, -5.3271, 3.3952)
C (-4.1221, -5.4223, 4.7288)
O (-3.6404, -4.4022, 2.6229)
H (-1.1134, -7.4316, 4.0948)
H (-2.4140, -8.3697, 3.3397)
H (-2.7213, -7.4650, 4.8301)
H (-2.1009, -6.1915, 2.1855)
H (-4.7909, -4.5741, 4.8360)
H (-4.7085, -6.3406, 4.7867)
H (-3.3949, -5.3977, 5.5403)
C (-4.4039, 12.4810, -4.0025)
N (-4.2078, 11.8145, -5.2785)
C (-5.1308, 11.1640, -6.0392)
C (-6.5470, 11.1136, -5.5174)
O (-4.8096, 10.6472, -7.0970)
H (-4.1322, 13.5335, -4.0971)
H (-3.7630, 12.0208, -3.2489)
H (-5.4349, 12.4125, -3.6750)
H (-3.2842, 11.8155, -5.6810)
H (-7.1627, 10.5671, -6.2246)
H (-6.5804, 10.6010, -4.5553)
H (-6.9495, 12.1213, -5.4092)